## i
The following is a quantum chemistry calculation of 2 unconnected molecules or ions with the total composition C2H8N2O2, from OMol25.

Output
Highest occupied orbital energy in eV: -9.199
Charge: 0
Gap between HOMO and LUMO in hartree: 0.35963
Multiplicity: 1

Last column: natural (NBO) charge in e.
Atoms and positions in Å:
N (-2.32835, -1.26135, -0.36649)  -0.82
C (-2.01705, 0.03102, -0.94438)  -0.32
C (-0.53087, 0.43238, -0.91495)  0.66
N (0.04399, 0.53090, 0.33650)  -0.85
O (0.08460, 0.66124, -1.92511)  -0.60
H (-1.85183, -2.02398, -0.82748)  0.36
H (-2.07679, -1.36042, 0.60055)  0.34
H (-2.21194, 0.00487, -2.01253)  0.22
H (-2.64446, 0.78410, -0.48157)  0.21
H (1.01010, 0.82190, 0.30437)  0.41
H (-0.43412, -0.00294, 1.03483)  0.39
O (4.31079, 0.54858, 1.34292)  -0.93
H (4.89138, -0.06733, 1.80215)  0.47
H (3.75456, 0.90103, 2.05120)  0.46

## ii
The following is a quantum chemistry calculation of 2 unconnected molecules or ions with the total composition C2H8N2O2, from OMol25.

Output
Highest occupied orbital energy in eV: -9.145
Charge: 0
Gap between HOMO and LUMO in hartree: 0.36258
Multiplicity: 1

Last column: natural (NBO) charge in e.
Atoms and positions in Å:
N (0.22656, -1.46804, -0.63697)  -0.89
C (0.54138, -0.02996, -0.86031)  -0.03
N (-0.33130, 0.80160, -0.11639)  -0.68
C (-1.67537, 0.94856, -0.38003)  0.52
O (-2.27477, 0.27005, -1.14589)  -0.59
H (-0.02774, -2.09219, -1.38817)  0.39
H (-0.30902, -1.59705, 0.22860)  0.37
H (0.45451, 0.29599, -1.93791)  0.22
H (1.64818, 0.08937, -0.38822)  0.15
H (0.01156, 1.25642, 0.74563)  0.42
H (-2.34005, 1.80368, 0.01955)  0.13
O (1.51637, 0.17054, 2.08904)  -0.95
H (1.64961, -0.12250, 1.18796)  0.47
H (0.91009, -0.32650, 2.58311)  0.48

## iii
The following is a quantum chemistry calculation of 2 unconnected molecules or ions with the total composition C2H8N2O2, from OMol25.

Output
Highest occupied orbital energy in eV: -7.760
Charge: 0
Gap between HOMO and LUMO in hartree: 0.30321
Multiplicity: 1

Last column: natural (NBO) charge in e.
Atoms and positions in Å:
C (1.27259, 0.76052, -0.46648)  -0.85
C (-0.15319, -0.71845, 0.32577)  0.75
N (-1.64286, 0.97736, -0.45783)  -0.63
N (-1.32463, 0.07494, 0.60914)  -0.49
O (-0.18679, -1.43891, -0.84830)  -0.70
O (0.38220, -1.54283, 1.24124)  -0.71
H (2.00184, -0.07749, -0.49916)  0.19
H (0.87454, 1.07808, -1.39059)  0.19
H (1.66331, 1.47199, 0.28881)  0.19
H (-1.58284, 0.45493, -1.29397)  0.36
H (-0.88738, 1.65675, -0.39369)  0.35
H (-1.26174, 0.63236, 1.40532)  0.36
H (0.45269, -2.08973, -0.64737)  0.49
H (0.39226, -1.23952, 2.12708)  0.50

Least stable of them? iii.

## i
The following is a quantum chemistry calculation of a single C2H3NO2 molecule, from OMol25.

Output
Highest occupied orbital energy in eV: -9.791
Charge: 0
Gap between HOMO and LUMO in hartree: 0.39348
Multiplicity: 1

Last column: natural (NBO) charge in e.
Atoms and positions in Å:
C (1.05944, 0.51603, -0.06340)  0.31
N (1.38473, -0.67489, -0.04133)  -0.16
O (0.12641, -1.27240, -0.25948)  -0.38
C (-0.88556, -0.31370, 0.04178)  0.18
O (-0.23449, 0.99566, -0.28300)  -0.49
H (1.72963, 1.44619, 0.15401)  0.20
H (-1.41258, -0.24317, 1.03730)  0.16
H (-1.76758, -0.45371, -0.58587)  0.18

## ii
The following is a quantum chemistry calculation of a single C2H3NO2 molecule, from OMol25.

Output
Highest occupied orbital energy in eV: -11.018
Charge: 0
Gap between HOMO and LUMO in hartree: 0.43755
Multiplicity: 1

Last column: natural (NBO) charge in e.
Atoms and positions in Å:
H (-2.44998, -0.03671, 0.45945)  0.35
N (-1.49934, -0.21184, 0.77804)  -0.60
C (-0.74707, -0.38334, -0.20853)  0.39
O (0.58524, -0.70364, 0.02295)  -0.53
C (1.46553, 0.31974, 0.05329)  0.65
O (1.20654, 1.46295, -0.19553)  -0.56
H (-1.00761, -0.37587, -1.27099)  0.16
H (2.44670, -0.07128, 0.36131)  0.13

Least stable of them? i.

## i
The following is a quantum chemistry calculation of a single C2H3NO2 molecule, from OMol25.

Output
Highest occupied orbital energy in eV: -9.779
Charge: 0
Gap between HOMO and LUMO in hartree: 0.37001
Multiplicity: 1

Last column: natural (NBO) charge in e.
Atoms and positions in Å:
C (0.85632, 0.22465, 0.90734)  0.35
N (0.19701, -0.78232, 0.51620)  -0.48
C (-0.67043, -0.44262, -0.58763)  0.03
O (-0.41563, 0.92997, -0.98662)  -0.24
O (0.57887, 1.35125, 0.17177)  -0.27
H (1.57606, 0.36607, 1.74869)  0.23
H (-0.51789, -0.95108, -1.60481)  0.19
H (-1.60430, -0.69593, -0.16493)  0.18

## ii
The following is a quantum chemistry calculation of 2 unconnected molecules or ions with the total composition C2H3NO2, from OMol25.

Output
Highest occupied orbital energy in eV: -8.659
Charge: 0
Gap between HOMO and LUMO in hartree: 0.34424
Multiplicity: 1

Last column: natural (NBO) charge in e.
Atoms and positions in Å:
C (-0.56333, -0.15688, 0.77094)  0.10
C (2.12827, 0.07977, -0.15960)  0.86
N (2.56556, 0.74250, -1.02322)  -0.76
O (-0.41955, -1.45067, 0.60869)  -0.65
O (1.80425, -0.34925, 0.83090)  -0.51
H (-0.60097, 0.11181, -0.32478)  0.05
H (-0.15957, -1.79268, 1.45990)  0.49
H (2.71245, 0.81464, -1.96376)  0.42

Least stable of them? i.

## i
The following is a quantum chemistry calculation of 2 unconnected molecules or ions with the total composition C2H3NO2, from OMol25.

Output
Highest occupied orbital energy in eV: -9.864
Charge: 0
Gap between HOMO and LUMO in hartree: 0.38008
Multiplicity: 1

Last column: natural (NBO) charge in e.
Atoms and positions in Å:
C (1.28501, 0.66431, 0.00630)  0.17
C (-1.94399, -0.60706, -0.00703)  0.29
N (2.00947, -0.21762, -0.07808)  -0.21
O (-1.58394, -1.73516, 0.10348)  -0.50
O (2.88263, -1.16177, -0.25097)  -0.45
H (-1.29045, 0.25511, -0.26894)  0.12
H (-3.08624, -0.25980, 0.06675)  0.08
H (3.54765, -0.99068, 0.30123)  0.48

## ii
The following is a quantum chemistry calculation of a molecular structure, C2H3NO2, from OMol25.

Output
Highest occupied orbital energy in eV: -10.242
Charge: 0
Gap between HOMO and LUMO in hartree: 0.40828
Multiplicity: 1

Last column: natural (NBO) charge in e.
Atoms and positions in Å:
N (0.23074, -0.38255, 0.83581)  -0.71
C (0.62973, -0.73722, -0.32469)  0.46
O (0.01802, -0.04996, -1.24835)  -0.53
C (-0.77147, 0.86905, -0.19834)  0.63
O (-1.94981, 0.80836, -0.10141)  -0.55
H (0.56516, -0.75262, 1.70937)  0.39
H (1.38008, -1.47934, -0.60786)  0.18
H (-0.10244, 1.72429, -0.06452)  0.14

## iii
The following is a quantum chemistry calculation of 2 unconnected molecules or ions with the total composition C2H3NO2, from OMol25.

Output
Highest occupied orbital energy in eV: -9.944
Charge: 0
Gap between HOMO and LUMO in hartree: 0.38720
Multiplicity: 1

Last column: natural (NBO) charge in e.
Atoms and positions in Å:
C (1.92357, -0.82096, 0.74814)  -0.08
N (1.90253, -1.03501, -0.40121)  0.21
O (2.07494, -1.37601, -1.54378)  -0.38
H (1.31897, -0.31864, 1.56548)  0.26
C (-1.80401, 0.90401, -0.08084)  0.28
O (-1.19776, -0.05202, -0.50491)  -0.49
H (-1.56682, 1.46050, 0.80185)  0.10
H (-2.65141, 1.23814, -0.58473)  0.11

Least stable of them? i.